# 1
Formula: C4H4AgO5
Source: the OMol25 dataset
Level of theory: wB97M-V/def2-TZVPD

Structure (XYZ):
```
14
Properties=species:S:1:pos:R:3:forces:R:3:nbo_charge:R:1
O 0.258712 0.052936 2.257274 3.4 -2.0 -1.5 -0.497
C 1.273146 -0.050273 1.618212 -3.0 4.2 1.6 1.074
O 0.053377 -0.619485 -0.382349 -2.2 1.2 2.5 -0.742
H -3.780713 -1.234516 -0.767398 0.2 0.0 0.2 0.216
Ag 2.411339 0.601907 -1.651840 -0.6 -0.3 0.7 0.986
O 2.201921 0.395135 1.042638 0.0 -2.0 0.1 -0.584
O -2.010223 -1.230449 0.293820 0.3 -0.1 1.1 -0.444
C -3.330643 -0.699551 0.074989 -0.4 0.0 0.4 -0.104
C -3.071082 0.780295 -0.215383 -0.3 0.2 0.3 -0.106
O -1.635155 0.854345 -0.257791 0.3 0.7 0.9 -0.465
C -1.099219 -0.301877 0.092411 2.0 -1.8 -6.0 1.014
H -3.920631 -0.864308 0.982019 0.1 0.0 -0.3 0.219
H -3.429571 1.446001 0.575965 0.0 -0.1 -0.2 0.213
H -3.455977 1.102389 -1.187811 0.2 0.0 0.3 0.217
```
Positions in Å, forces in eV/Å.

Properties
Total charge: +1
Energy above the lowest of the compared OMol25 structures with the same formula, charge and spin: 1.2765 eV
Highest occupied orbital energy: -14.60 eV
E_LUMO: -6.1 eV

# 2
Formula: C4H4BaO12
Source: the OMol25 dataset
Level of theory: wB97M-V/def2-TZVPD

Structure (XYZ):
```
21
Properties=species:S:1:pos:R:3:forces:R:3:mulliken_charge:R:1
Ba -0.349480 -0.315803 0.012680 -5.0 -5.0 -0.6 2.137
O 0.786720 -2.046723 -2.873290 -1.0 -3.8 -1.4 -0.521
C 1.157120 -0.806723 -2.692780 4.4 2.9 -0.4 0.555
O 0.572230 -0.139373 -1.869140 -0.1 1.2 -4.3 -0.661
O 2.210260 -0.418893 -3.240430 0.1 -1.0 -1.3 -0.804
H -0.016340 -2.237653 -2.383140 0.0 0.3 0.2 0.318
O 1.079580 -3.152493 2.285020 1.1 -1.5 1.8 -0.504
C 0.441360 -2.314563 1.532390 -6.4 2.9 0.7 0.888
O -0.648690 -1.816683 1.850320 -0.8 -2.2 2.9 -0.849
O 0.964800 -2.021953 0.450170 5.1 -4.3 -1.0 -0.995
H 1.638140 -3.012243 1.516950 4.2 -2.3 -0.5 0.329
O -2.780800 2.742857 -0.441700 -0.2 1.1 -0.3 -0.526
C -2.165160 1.551267 -0.387970 0.9 -1.4 -4.1 0.862
O -2.263360 0.915837 0.617160 -4.1 0.0 6.0 -0.795
O -1.528470 1.025997 -1.313100 -2.6 4.4 -4.8 -0.820
H -3.089380 2.609947 0.457590 -0.9 1.1 0.7 0.283
O 1.123910 2.837427 1.481140 0.5 2.4 0.4 -0.462
C 0.830720 1.649807 1.023840 1.9 -4.3 -1.5 0.894
O 0.036060 0.921577 1.712230 1.9 4.9 4.2 -0.847
O 1.404360 1.162187 -0.020670 1.1 4.4 2.9 -0.760
H 0.596420 2.866207 2.282720 -0.2 0.2 0.4 0.276
```
Positions in Å, forces in eV/Å.

Properties
Total charge: -2
Energy above the lowest of the compared OMol25 structures with the same formula, charge and spin: 10.6127 eV
Highest occupied orbital energy: -0.78 eV
E_LUMO: 4.9 eV

# 3
Formula: C4H4Br6N
Source: the OMol25 dataset
Level of theory: wB97M-V/def2-TZVPD

Structure (XYZ):
```
15
Properties=species:S:1:pos:R:3:forces:R:3:nbo_charge:R:1
C 1.518647 -2.560742 -0.641521 -0.5 0.8 -1.0 -0.668
C 0.206945 -1.545113 -0.477952 -3.0 -4.1 0.8 -0.169
Br 0.466095 0.477336 -0.537056 -0.2 -2.6 0.0 -0.011
C -1.176897 -2.109924 -0.287844 1.3 6.3 -0.6 0.063
Br -1.624097 -4.062335 -0.163102 0.7 0.7 -0.2 -0.093
N -2.376910 -1.144523 -0.189396 3.8 -3.1 -0.1 -0.763
Br -3.000148 -1.114695 -1.996003 -0.3 0.0 -0.2 -0.027
H 2.091753 -2.172496 -1.613603 -0.9 -0.8 2.3 0.212
H 1.193852 -3.673320 -0.902423 0.3 2.6 0.7 0.239
H 2.201503 -2.593448 0.309640 -1.2 0.3 -1.9 0.210
C 0.108622 4.218336 1.326681 -0.1 0.2 0.0 -0.492
Br 1.083834 3.937768 -0.332960 -0.2 0.1 0.4 0.094
Br -1.785071 3.819029 1.129837 0.6 0.0 0.0 0.105
Br 0.904482 3.240539 2.808064 -0.2 0.2 -0.4 0.082
H 0.187392 5.283587 1.567638 0.0 -0.5 -0.1 0.219
```
Positions in Å, forces in eV/Å.

Properties
Total charge: -1
Highest occupied orbital energy: -3.17 eV
E_LUMO: 2.0 eV

# 4
Formula: C4H4BrClN2
Source: the OMol25 dataset
Level of theory: wB97M-V/def2-TZVPD

Structure (XYZ):
```
12
Properties=species:S:1:pos:R:3:forces:R:3:nbo_charge:R:1
C 0.686949 0.001061 0.638502 0.1 -0.5 0.2 0.099
C 1.488444 -1.265140 0.356102 0.2 1.7 0.2 -0.119
C -1.273444 0.127367 -0.871690 -0.2 -0.1 -0.1 -0.355
C -0.858330 -0.855599 -1.904224 0.3 -0.4 0.0 -0.155
N -0.382139 0.447549 0.199273 -0.4 1.0 0.4 -0.361
N 0.934821 -2.329068 0.156493 -0.3 -1.4 -0.2 -0.164
Cl -1.456283 -2.448019 -1.919341 -0.1 0.1 -0.1 0.083
Br 0.761157 -0.533898 -2.788038 -0.2 0.0 -0.2 0.099
H 1.111909 0.551888 1.469561 0.3 0.1 0.2 0.182
H 2.560039 -1.077776 0.496262 0.2 -0.5 -0.2 0.211
H -1.469665 1.101501 -1.342917 -0.1 -0.3 -0.1 0.234
H -2.213914 -0.196688 -0.409282 0.1 0.0 -0.1 0.247
```
Positions in Å, forces in eV/Å.

Properties
Energy above the lowest of the compared OMol25 structures with the same formula, charge and spin: 3.8065 eV
Highest occupied orbital energy (alpha / beta): -9.14 / -8.10 eV
E_LUMO (alpha / beta): -0.4 / -0.7 eV

# 5
Formula: C4H4BrF2I
Source: the OMol25 dataset
Level of theory: wB97M-V/def2-TZVPD

Structure (XYZ):
```
12
Properties=species:S:1:pos:R:3:forces:R:3:nbo_charge:R:1
C -0.639603 -0.169323 -0.139779 -1.3 1.6 -0.7 -0.178
C 0.479489 0.339221 0.240572 3.4 0.2 1.4 -0.241
C -1.853250 0.451034 -0.783562 0.9 0.0 2.2 -0.671
C 1.649512 -0.635728 0.777503 -1.8 1.0 -1.8 0.680
F 1.187529 -1.622768 1.532225 -0.5 -0.5 0.0 -0.323
F 2.507663 0.017783 1.511055 1.1 0.5 0.2 -0.309
Br 2.514301 -1.474499 -0.862841 -0.2 0.5 1.0 -0.066
I 0.976511 2.367563 0.192507 0.0 -0.1 -0.1 0.164
H -0.599101 -1.174943 0.020763 -0.6 -3.0 0.1 0.214
H -2.508477 0.778988 0.083805 -0.2 -1.4 -1.1 0.244
H -2.135973 -0.340156 -1.512585 -0.8 1.4 0.3 0.247
H -1.578597 1.462825 -1.059666 0.1 -0.1 -1.4 0.237
```
Positions in Å, forces in eV/Å.

Properties
Structure (SMILES): C/C=C(\I)C(F)(F)Br
Energy above the lowest of the compared OMol25 structures with the same formula, charge and spin: 0.7336 eV
Highest occupied orbital energy: -9.41 eV
E_LUMO: 0.3 eV

# 6
Formula: C4H4BrF3
Source: the OMol25 dataset
Level of theory: wB97M-V/def2-TZVPD

Structure (XYZ):
```
12
Properties=species:S:1:pos:R:3:forces:R:3:mulliken_spin:R:1
C 0.425711 -0.316578 -0.785124 0.3 -0.2 0.0 0.021
C 0.236715 0.812352 0.232956 -0.2 0.0 0.0 -0.005
C 0.301822 -1.670000 -0.166704 -0.5 -0.2 0.2 0.831
C -1.178919 0.907994 0.709619 0.0 0.1 -0.1 0.813
F 1.034410 -1.933604 0.921203 0.1 0.2 -0.2 0.053
F 0.320198 -2.727143 -0.980709 0.1 0.3 -0.1 0.047
F -2.089786 1.153500 -0.252035 0.3 -0.1 0.1 0.052
Br -1.564370 1.800193 2.310062 0.0 0.0 0.0 0.073
H -0.318156 -0.234974 -1.580299 0.1 -0.1 0.0 0.005
H 1.418053 -0.207405 -1.248964 -0.1 -0.1 0.0 0.055
H 0.883892 0.663556 1.097792 0.0 0.0 -0.1 0.002
H 0.530431 1.752109 -0.257797 -0.1 0.0 0.2 0.055
```
Positions in Å, forces in eV/Å.

Properties
Highest occupied orbital energy (alpha / beta): -8.21 / -11.13 eV
E_LUMO (alpha / beta): 0.8 / -0.6 eV
Multiplicity: 3